Record 1
16
Properties=species:S:1:pos:R:3:forces:R:3:mulliken_charge:R:1 method="wB97M-V/def2-TZVPD" energy_ha=-412.12203 charge=0 orbital_gap_ev="6.6 / 10.1" multiplicity=1 e_above_lowest_kcal_mol=102.6
N -0.0607 1.9019 -0.3043 0.260 2.916 -1.878 -0.46
C -1.3732 0.1802 0.8758 3.112 -1.347 -1.194 -1.31
F 2.1542 0.3980 -0.6136 -1.620 -0.901 -0.946 -0.34
H 0.2279 -1.5370 -1.1322 -0.841 -1.064 0.409 0.23
H 1.5745 -2.3781 -0.4610 0.782 0.278 0.320 0.35
C 0.7921 -1.6804 -0.2072 0.576 0.750 -1.282 -1.27
H -1.0514 0.4559 1.8356 0.539 -0.208 1.886 0.37
F 1.6232 -0.1015 1.3471 -0.961 -0.226 0.213 -0.34
H -0.6986 2.7449 -0.0872 0.818 -2.798 -0.010 0.25
H 0.4464 2.1901 -1.2011 -0.558 -1.059 2.051 0.22
H -1.1142 -0.3268 -2.2530 0.281 0.262 0.690 0.01
H -1.4514 -0.8885 0.7273 -0.709 -0.116 0.584 0.30
H -2.2455 0.7054 0.7563 -2.116 1.080 -1.107 0.46
H 0.3113 -1.9898 0.7105 -0.601 -0.419 -0.308 0.33
C -0.2235 0.5584 -0.0365 -0.558 1.891 -1.021 -0.02
C 1.0889 -0.2326 0.0433 1.596 0.961 1.593 1.21

***

Record 2
66
Properties=species:S:1:pos:R:3:forces:R:3:mulliken_charge:R:1 method="wB97M-V/def2-TZVPD" energy_ha=-1471.94816 charge=0 orbital_gap_ev=8.6 multiplicity=1 e_above_lowest_kcal_mol=42.7
H -5.1425 -3.4002 -2.9686 0.123 -0.059 -0.044 0.31
H -4.4999 -0.2540 -0.8861 0.044 0.031 0.056 0.14
H -7.0196 -2.3168 1.2682 -0.089 0.066 0.044 0.37
C 4.9599 -0.9183 -1.0767 0.092 -0.280 0.158 0.36
H -2.2419 4.0336 2.6886 -0.045 0.051 -0.064 0.29
H 6.9717 -3.1857 4.1071 -0.033 -0.063 -0.069 0.24
H -2.2837 4.5542 0.9935 -0.072 -0.024 0.019 0.34
N -5.3293 -0.2800 1.0612 -0.136 0.052 -0.026 0.10
H 0.6560 -0.5286 -0.4130 0.034 -0.165 -0.011 0.40
H -3.6594 3.6731 1.6797 0.040 0.046 -0.028 0.35
H -7.6189 -1.8248 -2.1217 0.054 0.073 0.018 0.41
C 1.1455 2.8380 -0.7265 0.134 0.146 -0.090 -0.36
C -2.5736 3.7614 1.6819 -0.064 0.225 0.251 -1.00
H 7.2203 -3.8126 2.4593 -0.035 0.013 0.015 0.33
H -7.3455 0.1136 1.3893 -0.008 0.029 -0.045 0.46
H 5.5716 -3.7149 3.1426 0.037 0.008 -0.014 0.34
C -4.4652 -0.8552 0.0428 0.068 -0.360 -0.003 0.09
C 0.0598 3.3247 -0.0288 -0.177 -0.010 0.116 -1.63
O 6.4534 -1.8951 2.6729 -0.032 0.272 -0.116 -0.43
H 4.2259 0.5810 -3.8738 0.055 0.070 0.146 0.34
H 4.7041 -3.0054 -1.4086 -0.031 -0.090 -0.085 0.41
C 5.3775 0.0590 -0.1805 -0.071 0.005 -0.232 -0.07
H 5.4997 1.0781 -2.7417 -0.160 0.001 0.060 0.42
C -7.1186 -1.7552 0.3343 -0.100 0.287 0.063 -1.25
H -5.7088 1.4572 2.0912 0.039 0.019 -0.082 0.41
C -3.6171 0.9712 2.3262 -0.143 0.153 -0.178 -1.62
H -6.7325 -4.0934 -2.6550 -0.050 -0.097 0.014 0.32
C 5.9507 -1.6498 1.4287 -0.030 0.181 -0.088 0.75
N -6.2888 -2.4147 -0.6508 -0.124 -0.060 0.014 0.18
C 5.8690 -0.3099 1.0558 0.071 -0.284 0.189 -0.88
H 1.8497 3.5198 -1.1718 0.017 0.020 -0.017 0.57
C -4.9050 1.0395 1.4781 -0.043 -0.048 0.170 -0.61
C -6.7071 -0.3028 0.6054 -0.181 -0.229 0.033 -0.49
H 5.3192 1.1073 -0.4272 0.017 0.121 -0.025 0.41
H -4.7759 -2.8855 0.6652 0.130 0.002 -0.018 0.45
H -3.4372 -0.8558 0.4053 -0.051 -0.023 -0.128 0.34
C -0.8144 2.4053 0.5267 0.413 -0.499 -0.282 0.86
H 5.5665 -3.6719 0.7823 0.020 -0.088 0.055 0.39
H -6.5095 -2.9489 -3.9874 0.035 -0.012 -0.157 0.42
C 0.4926 0.5329 -0.3105 -0.015 0.217 0.010 -0.87
N -1.9720 2.5289 1.2583 -0.048 -0.280 -0.082 0.27
H 2.4892 -0.0506 -1.6545 0.136 0.227 -0.036 0.14
C 6.5527 -3.2302 3.1030 0.013 -0.179 0.059 -0.85
H -0.0890 4.3889 0.0744 0.019 0.114 -0.007 0.29
C 5.5235 -2.6240 0.5324 0.103 -0.040 0.267 -0.10
N -1.6018 0.3396 1.0430 -0.134 -0.473 0.226 -0.82
C 1.3602 1.4598 -0.8685 -0.234 0.174 0.160 0.97
H -8.1619 -1.7943 0.0135 0.012 -0.024 0.029 0.47
C 4.4928 0.6509 -2.8139 0.108 0.290 -0.148 -0.63
C -0.6015 1.0131 0.3942 0.025 0.817 -0.020 0.27
H -3.6849 1.6825 3.1512 -0.009 -0.049 0.051 0.46
C -6.2096 -3.1954 -2.9716 -0.093 0.272 0.105 -1.39
C -6.5514 -2.0424 -2.0311 0.064 -0.225 -0.165 -0.14
H 6.1966 0.4393 1.7584 0.035 0.099 0.086 0.41
C -4.8992 -2.2961 -0.2477 0.158 0.163 -0.010 -1.44
H -3.5409 -0.0342 2.7386 0.030 0.073 0.049 0.40
N 2.4575 0.9603 -1.5841 -0.058 -0.518 -0.072 -0.07
O 3.6756 2.8126 -2.1694 0.079 0.215 -0.050 -0.67
H -4.2611 -2.7214 -1.0223 0.049 -0.044 0.031 0.26
H -6.0004 -1.1424 -2.3467 -0.121 0.015 0.023 0.17
H -4.7555 1.7138 0.6123 -0.056 -0.008 0.068 0.45
H -6.8469 0.3028 -0.3105 0.002 0.011 0.053 0.31
C 3.4990 1.6134 -2.1422 0.204 -0.455 -0.115 0.58
C 5.0346 -2.2558 -0.7067 -0.088 0.334 -0.235 -1.05
O 4.4449 -0.6691 -2.3293 -0.083 -0.178 0.013 -0.56
C -2.3866 1.2535 1.5419 0.155 -0.025 0.092 0.65

***

Record 3
21
Properties=species:S:1:pos:R:3:forces:R:3:mulliken_charge:R:1 method="wB97M-V/def2-TZVPD" energy_ha=-535.02218 charge=0 orbital_gap_ev=10.6 multiplicity=1 e_above_lowest_kcal_mol=63.8
H -4.0467 1.9672 -1.0015 2.381 0.339 3.639 0.32
H -0.1144 -2.6160 1.6265 -1.068 1.758 0.444 0.35
O -0.8639 -1.6350 -2.2632 -0.049 0.163 -0.267 -0.59
O 0.5470 3.1413 -0.0651 0.113 2.786 0.097 -0.64
H 2.8190 -1.2368 1.9801 -1.778 -0.846 -1.946 0.33
H -0.5718 -0.9992 1.8572 -0.257 -0.858 -1.140 0.37
H 1.1850 3.8976 0.1031 -1.197 -1.596 -0.285 0.31
O 2.2548 -1.5666 1.1887 -1.718 0.660 2.337 -0.78
O 2.2146 0.8307 -0.1171 -0.242 -0.505 -1.194 -0.71
H -3.0432 1.3568 0.1554 0.481 -1.168 -0.120 0.32
H 1.9128 -0.0556 0.1896 0.624 0.271 0.242 0.35
O -0.2742 -1.8425 2.2345 0.856 -1.270 0.521 -0.75
H 1.2085 -1.5738 1.5092 3.676 0.174 -0.182 0.45
H -0.7002 -0.8002 -0.9763 0.092 2.174 3.016 0.38
H 1.0399 2.3512 0.0644 1.207 -1.137 0.149 0.36
H -0.1029 -2.0886 -2.5709 2.132 -0.092 -0.077 0.30
H -1.4632 -2.2388 -2.6648 -1.985 -0.358 -0.137 0.29
H -0.2288 0.5643 -0.0529 0.231 0.378 -0.687 0.32
H 2.4062 0.6669 -1.0681 -0.118 0.389 0.947 0.32
O -3.4908 2.1475 -0.0943 -2.814 0.788 -3.533 -0.65
O -0.6878 -0.2704 -0.0344 -0.566 -2.050 -1.825 -0.68

***

Record 4
56
Properties=species:S:1:pos:R:3:forces:R:3:mulliken_charge:R:1 method="wB97M-V/def2-TZVPD" energy_ha=-1867.64639 charge=-2 orbital_gap_ev="9.4 / 5.3" multiplicity=2
O -3.7567 -0.8422 1.9446 -0.918 -0.311 0.637 -0.72
H -0.4846 -2.0049 -0.5141 -0.354 0.178 0.453 0.37
H -2.3945 -1.5787 3.1415 -0.389 0.144 0.111 0.41
O -1.7241 3.6957 1.6370 -0.542 0.898 0.390 -0.73
O -0.0413 -2.6405 -1.0760 0.789 -1.269 -1.056 -0.73
H 2.3504 -1.2263 0.0779 -0.400 0.286 -0.124 0.15
H -2.8789 -2.4393 -1.5995 0.152 -0.076 -0.163 0.31
O -0.9269 1.2574 1.0648 1.219 -0.297 0.920 -0.65
O 0.1484 -0.4493 2.4370 -0.183 0.302 0.025 -0.93
H -2.3973 1.3207 0.4738 0.187 -0.185 0.099 0.53
O 1.0284 -2.8351 2.4465 0.111 -1.073 0.169 -0.71
C 2.9900 -0.1654 -4.1110 -1.017 -1.146 0.203 -0.39
H -2.9183 -0.9779 1.5030 0.429 -0.151 -0.503 0.23
H -1.8289 1.2138 2.6176 0.043 -0.188 -0.280 0.35
O -1.3970 -1.1672 0.5461 2.187 2.173 1.631 -0.99
H 4.0430 0.0234 -4.3200 -0.158 1.243 0.106 0.41
O 2.8063 -0.0249 2.2372 0.708 0.016 0.476 -0.74
O 2.3510 0.6546 -3.1255 1.710 -0.377 -0.439 -0.46
H -2.3188 3.8451 0.9019 -0.087 0.130 -0.280 0.37
H -2.3910 -2.0612 -0.2171 0.342 -0.045 0.250 0.62
H -0.8127 2.6046 -0.3953 0.258 -0.119 0.369 0.34
H 0.2484 -2.1310 -1.8327 0.108 0.171 -0.099 0.32
O 0.9353 -0.1503 0.0020 -3.077 0.022 2.353 -0.09
H -0.2134 2.0383 3.9919 -0.481 -0.060 0.050 0.40
H -1.1239 0.9540 -1.8626 -0.553 0.112 -0.038 0.36
H 1.7708 -2.6549 1.8698 0.555 0.139 -0.306 0.41
O 2.7671 -2.0850 0.0052 1.101 -0.988 0.132 -0.81
H 2.4177 -0.6779 -6.1350 0.025 -0.531 -0.022 0.39
H 2.0414 -2.6926 -0.1375 -0.561 -0.026 -0.375 0.38
H -0.0260 2.5326 -1.6868 0.267 -0.196 -0.146 0.41
H -4.0880 -0.0202 1.5832 0.031 0.199 -0.118 0.38
H -2.7715 0.0193 -0.2030 0.192 -0.306 -0.012 0.44
H 0.4048 1.0095 3.0692 0.226 0.014 0.002 0.34
P -0.3027 -0.1386 0.9968 0.692 -1.255 -4.306 0.87
H 3.0879 -1.2203 -3.8547 -0.451 -0.236 0.875 0.26
O -0.3280 0.5141 -2.1613 -0.347 -0.024 -1.709 -0.90
O 3.0569 1.1670 -0.5582 1.235 0.788 0.357 -0.82
O -2.9932 -2.6495 -0.6727 -1.397 -0.727 -0.697 -0.72
H -2.7750 2.1505 3.3384 -0.086 0.269 -0.098 0.38
O -2.2115 1.3893 3.4773 -0.361 0.142 1.012 -0.63
H -1.5024 2.7662 1.5813 0.530 -0.153 0.026 0.49
H 1.9441 -0.4306 2.3278 0.183 0.112 0.150 0.34
H 2.8396 0.2672 1.3262 0.250 0.262 -0.211 0.29
O -0.6281 3.0932 -1.1975 -0.289 0.823 -0.342 -0.75
H 0.6300 -1.9783 2.5996 -0.103 -0.092 0.288 0.46
H 2.1759 0.8041 -0.4663 -0.663 -0.118 0.125 0.63
O 0.6305 1.6998 3.6928 0.671 0.906 0.697 -0.67
H 3.1569 1.3195 -1.4978 -0.022 -0.165 -0.207 0.38
H 1.5284 0.2088 -2.9107 -0.458 0.198 0.214 0.16
H 1.0530 -0.3814 -5.0501 0.031 0.505 -0.011 0.33
O -2.9989 0.9485 -0.1709 -1.866 0.689 -1.273 -0.81
C 2.0711 -0.0777 -5.2938 1.369 0.167 -1.452 -1.01
H 0.1390 0.2903 -1.3563 0.676 -0.468 1.113 -0.10
H 2.2472 0.9295 -5.6715 -1.120 0.310 0.023 0.22
O -1.6988 -1.7218 3.7832 -0.164 -0.715 0.769 -0.77
H -0.9310 -1.2941 3.4041 -0.229 0.099 0.241 0.40

***

Record 5
24
Properties=species:S:1:pos:R:3:forces:R:3:mulliken_charge:R:1 method="wB97M-V/def2-TZVPD" energy_ha=-1200.68349 charge=0 orbital_gap_ev=9.1 multiplicity=1 e_above_lowest_kcal_mol=116.3
H 0.6410 -2.2329 -1.1894 -0.012 -0.497 0.084 0.25
C 2.1148 -0.8873 -0.3711 0.322 0.476 0.194 -0.01
H -1.9212 2.1934 -3.0767 0.413 -0.324 1.021 0.15
H 2.9586 -1.1167 -1.0751 -1.008 -0.023 0.842 0.37
C -1.1711 0.4499 2.3195 0.848 0.114 -1.723 -0.82
H 2.3379 -2.7156 0.8948 -2.275 1.754 -0.499 0.20
C 0.7754 -1.5060 -0.4090 -1.284 0.043 -0.374 -0.21
H -2.9869 -0.9306 -0.0228 -0.058 0.358 0.374 0.26
H -3.2622 -0.5962 1.6723 -1.137 -1.012 1.945 0.38
H 2.1270 1.5402 -2.2347 0.957 0.373 -1.066 0.25
H 1.5794 -1.2616 1.7035 -0.899 0.284 0.494 0.31
H -3.7837 0.6484 0.4344 1.598 -1.451 0.816 0.23
S -0.5695 2.2637 -3.1199 1.556 -0.256 -0.246 -0.27
C -1.5707 0.4378 1.0167 -2.728 -0.923 2.860 0.67
H -1.5987 -0.1325 3.1380 -0.527 0.313 -0.454 0.20
H -0.1120 -0.8633 -0.3037 0.647 -0.336 0.071 -0.32
S 2.1551 0.8653 -0.0437 -0.593 -1.291 -1.579 0.61
H -0.2651 0.9690 2.6190 0.150 -0.057 -0.179 0.29
N 1.4003 1.2651 -1.6164 -1.953 0.819 1.035 -0.17
H -1.0941 0.8695 0.1702 0.577 0.685 -0.193 0.16
O 3.5274 1.1643 -0.4036 1.692 1.027 0.464 -0.68
C 0.1165 1.5195 -1.6527 -1.292 0.012 -0.552 -0.17
C 1.6038 -1.7805 0.7722 3.968 -2.161 -0.210 -0.52
C -3.0021 -0.1628 0.7782 1.039 2.071 -3.127 -1.16